1.
DFT (ωB97M-V/def2-TZVPD) results for one molecule with the formula C6H11N in a non-equilibrium geometry.

Geometry (Å):
C 0.701 1.773 2.466
C 0.456 1.691 1.159
C -0.322 0.563 0.599
N -1.584 0.412 1.112
C 0.285 -0.372 -0.170
C -0.369 -1.178 -1.289
C 0.628 -1.610 -2.384
H 1.253 2.652 2.773
H 0.215 1.130 3.183
H 1.103 2.353 0.597
H -2.121 -0.424 0.980
H -2.055 1.220 1.483
H 1.284 -0.701 0.090
H -0.918 -0.373 -1.783
H -1.079 -1.952 -0.990
H 0.045 -1.735 -3.291
H 1.055 -2.575 -2.101
H 1.424 -0.874 -2.433

For the LUMO energy, the calculation gives 0.9725 eV. Its total energy is -289.88615 Eh. Its HOMO-LUMO gap is 8.250 eV. Its SMILES is C=C/C(N)=C/CC.



2.
DFT (ωB97M-V/def2-TZVPD) results for one molecule with the formula C4H8N4 in a non-equilibrium geometry.

Geometry (Å):
C -1.001 1.589 -1.752
C -0.351 1.193 -0.375
N 1.021 1.640 -0.305
N 1.759 0.668 -0.203
N 1.157 -0.521 -0.208
C 0.351 -0.811 0.956
C 0.297 -2.169 1.434
N -0.261 -0.281 -0.218
H -1.985 1.143 -1.866
H -0.389 1.109 -2.445
H -0.925 2.769 -1.896
H -0.836 1.657 0.425
H 0.522 -0.075 1.661
H 1.152 -2.824 1.328
H -0.462 -2.836 1.013
H -0.049 -2.253 2.452

For the LUMO energy, the calculation gives 0.8367 eV. Its total energy is -376.08958 Eh. Its HOMO-LUMO gap is 10.189 eV. Its SMILES is C[C@@H]1N=NN2[C@H](C)N12.



3.
DFT (ωB97M-V/def2-TZVPD) results for C2H2NO2S as an isolated structure in a non-equilibrium geometry.

Geometry (Å):
C -0.096 0.297 0.625
C -1.022 -0.211 -0.219
N 1.178 0.532 0.204
O 2.168 0.358 0.973
O -0.659 -0.896 -1.323
S 0.920 -0.528 -1.825
H -0.393 0.624 1.615
H -2.095 -0.175 -0.050

Its net charge is -1. For the LUMO energy (alpha / beta), the calculation gives 4.1427 / 4.1362 eV. Its total energy is -680.71897 Eh. Its HOMO-LUMO gap (alpha / beta) is 6.209 / 6.204 eV.



4.
DFT (ωB97M-V/def2-TZVPD) results for one molecule with the formula C3H5N3O in a non-equilibrium geometry.

Geometry (Å):
C -0.982 1.966 -1.543
N -0.255 1.203 -0.632
N -1.226 0.457 0.264
C -0.544 -0.406 0.887
N 0.867 -0.550 0.568
C 1.212 -1.912 0.709
O 2.199 -2.402 0.131
H -0.285 2.906 -2.130
H -2.302 2.025 -1.631
H -0.878 -1.144 1.776
H 1.463 0.352 0.006
H 0.730 -2.496 1.595

For the LUMO energy, the calculation gives -0.0007 eV. Its total energy is -356.64005 Eh. Its HOMO-LUMO gap is 9.638 eV. Its SMILES is C=N/N=C\NC=O.



5.
DFT (ωB97M-V/def2-TZVPD) results for C45H29AsBr2CdF4N3OPS2 as an isolated structure.

Geometry (Å):
Cd 0.899 -0.312 -0.001
S 0.085 -1.931 1.675
C 1.681 -2.348 2.251
C 1.692 -3.530 3.050
N 1.652 -4.483 3.695
C 2.858 -1.692 2.031
S 3.114 -0.244 1.090
C 4.057 -2.235 2.580
N 5.047 -2.645 3.001
F -4.652 3.241 5.217
C -3.584 2.927 4.498
C -2.383 3.581 4.712
F -2.301 4.529 5.639
C -1.280 3.256 3.944
F -0.169 3.956 4.144
C -1.324 2.265 2.969
P 0.195 1.705 2.067
C 0.680 3.238 1.204
C -0.256 4.199 0.827
C 0.123 5.267 0.028
C 1.433 5.381 -0.413
C 2.365 4.414 -0.065
C 1.991 3.341 0.730
C 1.316 1.502 3.501
C 2.376 2.336 3.838
C 3.188 2.013 4.913
C 2.954 0.863 5.653
C 1.885 0.040 5.334
C 1.066 0.361 4.263
C -2.554 1.633 2.757
Br -2.776 0.308 1.423
C -3.669 1.963 3.510
F -4.841 1.369 3.291
H -1.286 4.109 1.152
H -0.606 6.020 -0.245
H 1.728 6.225 -1.023
H 3.388 4.493 -0.411
H 2.714 2.573 0.978
H 2.569 3.234 3.268
H 4.016 2.663 5.169
H 3.609 0.612 6.477
H 1.694 -0.858 5.908
H 0.233 -0.279 3.997
O -0.979 4.075 -4.597
C -0.689 3.222 -3.604
C -1.602 2.831 -2.625
C -1.188 1.945 -1.654
N 0.047 1.441 -1.596
C 0.903 1.830 -2.532
Br 2.659 1.136 -2.413
C 0.601 2.701 -3.554
H -1.890 4.381 -4.540
H -2.618 3.205 -2.619
H -1.873 1.612 -0.884
H 1.332 2.980 -4.299
C -0.446 -4.001 -6.551
C 0.298 -4.694 -5.608
C 0.446 -4.190 -4.323
C -0.158 -2.990 -3.966
C -0.898 -2.296 -4.921
C -1.049 -2.801 -6.202
As 0.101 -2.174 -2.186
C 1.206 -3.546 -1.352
C 2.561 -3.217 -1.325
C 3.497 -4.100 -0.808
C 3.081 -5.323 -0.305
C 1.738 -5.672 -0.355
C 0.806 -4.795 -0.887
C -1.741 -2.261 -1.522
C -2.247 -3.110 -0.544
C -3.571 -3.000 -0.137
C -4.402 -2.039 -0.692
C -3.900 -1.169 -1.651
C -2.578 -1.277 -2.052
H -0.550 -4.390 -7.555
H 0.772 -5.631 -5.870
H 1.032 -4.741 -3.601
H -1.366 -1.354 -4.658
H -1.631 -2.253 -6.932
H 2.886 -2.263 -1.729
H 4.544 -3.828 -0.780
H 3.801 -6.000 0.136
H 1.414 -6.628 0.034
H -0.231 -5.095 -0.951
H -1.610 -3.837 -0.063
H -3.950 -3.668 0.625
H -5.432 -1.961 -0.371
H -4.536 -0.403 -2.077
H -2.177 -0.580 -2.783

For the LUMO energy, the calculation gives -0.2491 eV. Its total energy is -11060.45823 Eh. Its HOMO-LUMO gap is 6.967 eV.



6.
DFT (ωB97M-V/def2-TZVPD) results for C47H43MgNP2Te as an isolated structure in a non-equilibrium geometry.

Geometry (Å):
Mg 0.436 0.838 0.125
C -3.104 -0.304 1.876
C -4.101 0.579 1.189
C -5.462 0.367 1.366
C -6.402 1.195 0.779
C -5.991 2.258 -0.005
C -4.641 2.477 -0.208
C -3.689 1.656 0.390
P -1.896 1.932 0.127
C -1.887 3.136 -1.248
C -1.638 4.484 -1.009
C -1.557 5.382 -2.057
C -1.698 4.933 -3.359
C -1.948 3.594 -3.605
C -2.055 2.683 -2.564
C -2.380 1.247 -2.831
C -1.423 2.914 1.564
C -2.362 3.359 2.492
C -1.967 4.019 3.638
C -0.611 4.157 3.907
C 0.330 3.699 3.014
C -0.039 3.122 1.787
C 0.946 2.781 0.787
H -3.564 -1.234 2.209
H -2.695 0.201 2.755
H -2.270 -0.544 1.211
H -5.790 -0.467 1.970
H -7.454 1.014 0.935
H -6.718 2.914 -0.461
H -4.317 3.302 -0.828
H -1.509 4.827 0.009
H -1.379 6.428 -1.852
H -1.618 5.630 -4.181
H -2.058 3.247 -4.623
H -2.342 1.027 -3.896
H -3.385 1.020 -2.467
H -1.681 0.590 -2.302
H -3.414 3.190 2.311
H -2.709 4.406 4.320
H -0.300 4.651 4.817
H 1.382 3.821 3.239
H 1.961 3.010 1.105
H 0.736 3.274 -0.161
N 0.804 -1.028 0.187
P 1.859 -1.419 1.229
C 2.582 -3.033 0.784
C 3.930 -3.324 0.635
C 4.311 -4.529 0.066
C 3.358 -5.434 -0.370
C 2.010 -5.155 -0.200
C 1.628 -3.959 0.372
C 1.258 -1.641 2.950
C 0.318 -0.717 3.390
C -0.260 -0.845 4.638
C 0.114 -1.891 5.468
C 1.065 -2.804 5.039
C 1.626 -2.693 3.779
C 3.257 -0.254 1.445
C 3.570 0.389 2.636
C 4.499 1.416 2.647
C 5.101 1.828 1.470
C 4.794 1.188 0.277
C 3.878 0.155 0.269
H 4.674 -2.619 0.979
H 5.359 -4.767 -0.039
H 3.661 -6.361 -0.837
H 1.265 -5.871 -0.514
H 0.586 -3.701 0.514
H 0.068 0.110 2.727
H -0.994 -0.123 4.967
H -0.334 -1.998 6.447
H 1.381 -3.606 5.691
H 2.359 -3.410 3.433
H 3.081 0.089 3.554
H 4.740 1.909 3.579
H 5.792 2.659 1.478
H 5.265 1.503 -0.643
H 3.618 -0.350 -0.656
C 2.011 -1.292 -4.976
Te 1.700 -0.311 -3.043
C 0.354 -1.964 -2.697
C 0.404 -2.862 -3.883
C -0.368 -4.016 -3.903
C -0.325 -4.871 -4.988
C 0.502 -4.580 -6.061
C 1.265 -3.428 -6.049
C 1.215 -2.557 -4.968
H 3.069 -1.504 -5.124
H 1.685 -0.642 -5.786
H -0.655 -1.583 -2.531
H 0.668 -2.478 -1.790
H -1.005 -4.233 -3.059
H -0.934 -5.762 -4.997
H 0.548 -5.249 -6.908
H 1.907 -3.194 -6.887

For the LUMO energy, the calculation gives 0.3784 eV. Its total energy is -3022.40393 Eh. Its HOMO-LUMO gap is 7.739 eV.



7.
DFT (ωB97M-V/def2-TZVPD) results for one molecule with the formula C4H4OS in a non-equilibrium geometry.

Geometry (Å):
C -0.406 1.218 0.089
C 0.647 0.445 -0.012
C 0.918 -1.103 -0.113
S 2.745 -0.968 0.067
C 2.211 0.711 -0.103
O 2.829 1.732 -0.032
H -1.319 0.699 0.127
H -0.166 2.345 0.108
H 0.434 -1.593 0.726
H 0.649 -1.789 -1.019

For the LUMO energy, the calculation gives 0.1379 eV. Its total energy is -628.18522 Eh. Its HOMO-LUMO gap is 9.846 eV. Its SMILES is C=C1CSC1=O.



8.
DFT (ωB97M-V/def2-TZVPD) results for a 6-piece molecular cluster, H12O6 overall.

Geometry (Å):
O -2.929 2.965 -0.710
H -2.831 3.903 -0.511
H -2.052 2.580 -0.568
O 2.072 -1.308 0.132
H 1.560 -1.606 -0.644
H 2.649 -0.619 -0.218
O -1.010 -1.737 1.815
H -0.404 -1.142 2.272
H -1.481 -1.165 1.196
O 1.313 0.918 1.985
H 1.978 0.355 1.561
H 1.488 1.806 1.649
O 0.371 -1.896 -2.138
H -0.007 -1.557 -2.959
H 0.867 -2.684 -2.399
O -0.879 0.580 -0.167
H -0.592 -0.183 -0.686
H -0.113 0.793 0.388

For the LUMO energy, the calculation gives 0.0390 eV. Its total energy is -458.62933 Eh. Its HOMO-LUMO gap is 10.690 eV. Its SMILES is O.O.O.O.O.O.